No. 1
Below is C21H49AsBO4 as an isolated structure, with properties calculated with ωB97M-V/def2-TZVPD.

## Properties
LUMO energy: 2.85 eV
net charge: -1
E_tot: -92273.784 eV
frontier orbital gap: 5.75 eV

Structure (XYZ):
```
76
Properties=species:S:1:pos:R:3:forces:R:3
C -3.709 -0.853 -1.238 -0.023 -0.421 -0.015
C -2.964 -0.866 -2.577 -0.144 0.308 0.267
B -1.404 -0.508 -2.589 -0.028 -0.057 -0.154
O -0.974 0.101 -3.748 -0.021 -0.086 -0.149
As -0.016 -0.950 -1.047 -0.161 -0.038 0.235
C -0.461 0.848 -0.111 -0.169 0.486 -0.070
C -0.603 2.098 -0.988 -0.279 0.228 0.281
C -2.036 2.615 -1.165 0.473 0.266 -0.062
C -2.697 3.114 0.108 -0.433 0.052 -0.361
O -1.909 4.057 0.822 0.061 0.064 0.127
C 1.571 -0.143 -2.073 0.541 -0.045 -0.069
C 2.880 0.151 -1.339 0.351 0.289 -0.470
C 2.877 1.486 -0.579 0.146 0.089 0.282
C 3.367 1.462 0.873 0.019 0.224 0.265
C 2.631 2.457 1.786 0.088 0.072 0.332
C 1.959 1.855 3.016 -0.375 0.213 -0.200
C 1.221 2.927 3.820 0.013 -0.003 0.085
O 0.011 2.477 4.403 0.050 -0.037 0.160
C -1.102 2.701 3.552 0.232 -0.370 -0.099
C 1.174 -1.506 0.609 -0.169 0.106 0.358
C 0.354 -2.042 1.769 0.822 -0.455 0.064
C 1.220 -2.850 2.748 -0.173 0.468 0.137
O -0.279 -0.969 2.468 -0.392 0.084 -0.036
C 0.465 -2.812 -1.897 -0.135 -0.441 -0.085
C 0.080 -2.999 -3.364 0.458 -0.275 0.014
C -0.020 -4.042 -1.123 -0.116 -0.216 -0.529
C -1.550 -4.241 -1.100 0.326 0.257 0.213
H -3.389 -1.690 -0.623 0.077 -0.006 0.098
H -4.783 -0.965 -1.390 -0.125 0.130 -0.003
H -3.525 0.042 -0.652 0.015 0.182 0.006
H -3.460 -0.152 -3.252 -0.048 0.049 -0.120
H -3.132 -1.845 -3.033 0.192 -0.134 -0.127
H -1.691 0.128 -4.398 0.047 0.160 -0.008
H -1.226 -1.643 -0.254 0.016 -0.009 0.142
H -1.394 0.681 0.430 -0.113 -0.190 0.036
H 0.271 1.055 0.671 0.126 -0.215 -0.006
H -0.174 2.001 -1.986 0.037 -0.254 -0.025
H -0.053 2.922 -0.521 0.182 0.086 -0.049
H -2.664 1.873 -1.654 -0.163 -0.132 0.053
H -1.989 3.473 -1.849 -0.094 0.018 -0.133
H -3.644 3.592 -0.172 -0.104 -0.041 0.041
H -2.946 2.301 0.786 0.194 -0.098 0.175
H -1.348 4.516 0.190 0.009 -0.025 -0.044
H 1.795 -0.870 -2.854 -0.076 -0.134 -0.081
H 1.325 0.767 -2.623 -0.337 0.036 0.053
H 3.234 -0.674 -0.722 -0.208 -0.045 0.192
H 3.651 0.268 -2.108 0.136 -0.217 -0.063
H 3.526 2.169 -1.128 -0.067 0.256 -0.080
H 1.888 1.940 -0.592 -0.046 -0.200 -0.095
H 4.421 1.735 0.926 0.224 -0.245 -0.172
H 3.292 0.456 1.286 -0.052 -0.032 0.019
H 1.853 2.990 1.238 -0.040 0.015 -0.207
H 3.332 3.222 2.132 0.037 0.169 -0.027
H 1.222 1.120 2.691 0.026 -0.177 0.025
H 2.687 1.370 3.662 0.087 -0.265 -0.007
H 1.006 3.787 3.181 -0.001 0.134 -0.105
H 1.858 3.279 4.633 -0.016 0.073 0.118
H -0.907 2.355 2.535 0.069 0.052 -0.070
H -1.929 2.109 3.929 -0.139 0.055 0.180
H -1.360 3.761 3.522 -0.066 0.068 -0.035
H 1.736 -0.658 1.007 -0.057 0.002 -0.175
H 1.896 -2.271 0.323 0.100 -0.083 -0.194
H -0.414 -2.724 1.400 -0.342 0.150 -0.088
H 0.607 -3.361 3.494 -0.038 -0.157 -0.009
H 1.882 -2.167 3.288 0.141 0.059 -0.025
H 1.853 -3.560 2.223 -0.053 -0.211 -0.049
H 0.046 -0.958 3.370 0.038 0.010 0.113
H 1.557 -2.853 -1.862 0.133 0.205 0.081
H 0.416 -2.180 -3.996 -0.180 0.207 -0.029
H -0.987 -3.169 -3.506 -0.177 0.213 -0.033
H 0.577 -3.899 -3.755 -0.046 -0.094 -0.047
H 0.401 -4.086 -0.122 -0.032 0.192 0.175
H 0.391 -4.917 -1.647 0.161 -0.129 0.118
H -1.849 -5.052 -1.760 -0.138 -0.119 -0.025
H -1.887 -4.453 -0.087 -0.169 -0.138 0.034
H -2.060 -3.334 -1.410 -0.082 0.067 -0.048
```
Forces are in eV/Å.

These are the Mulliken partial charges, in e, on atoms 1 to 5: C -0.8842; C -0.5709; B 0.3266; O -0.7466; As 2.6683


No. 2
Below is one molecule with the formula C18H12BF7OS in a non-equilibrium geometry, with properties calculated with ωB97M-V/def2-TZVPD.

## Properties
LUMO energy: -2.21 eV
net charge: 0
E_tot: -51443.153 eV
frontier orbital gap: 7.62 eV

Structure (XYZ):
```
40
Properties=species:S:1:pos:R:3:forces:R:3
F -3.420 3.504 -1.456 0.220 -1.815 -0.494
C -3.176 2.154 -1.695 1.071 0.682 0.455
C -4.203 1.338 -2.151 -0.393 0.783 0.390
C -3.900 -0.004 -2.313 0.330 -1.158 -0.197
F -4.919 -0.824 -2.791 1.615 0.991 0.683
C -2.642 -0.564 -1.985 0.664 0.590 0.005
C -1.576 0.292 -1.476 -2.697 0.585 0.683
C -0.319 -0.166 -0.754 1.329 -1.979 -1.218
C 0.956 0.214 -1.589 0.384 0.292 0.230
C 2.094 -0.581 -1.355 0.577 0.034 0.190
C 3.368 -0.032 -1.549 0.090 -1.045 0.132
F 4.473 -0.756 -1.163 -1.082 0.531 -0.413
C 3.579 1.228 -2.069 0.564 0.763 0.334
C 2.450 1.930 -2.430 -1.955 0.591 -0.639
F 2.576 3.216 -2.900 0.101 -1.265 0.247
C 1.111 1.440 -2.309 1.092 -0.728 0.890
C -1.869 1.677 -1.393 -0.784 -0.291 -0.303
H -5.230 1.738 -2.294 0.973 -0.401 -0.027
H -2.464 -1.632 -2.200 -0.197 0.657 0.455
H -0.322 -1.254 -0.554 -0.155 0.269 -0.704
H 2.004 -1.622 -0.996 0.061 0.827 0.111
H 4.579 1.705 -2.087 -0.786 -0.505 -0.145
H 0.244 1.970 -2.724 0.697 0.030 0.460
H -1.065 2.361 -1.091 -0.848 -0.063 0.073
C 2.713 -1.978 3.060 -1.050 -0.158 0.558
O 1.299 -1.813 3.327 0.542 0.740 -0.373
C 0.632 -0.906 2.614 0.869 1.208 -1.515
C -0.748 -0.828 2.888 -1.473 0.764 -2.237
B -1.564 -1.862 3.962 -0.183 0.503 0.229
F -1.469 -3.161 3.450 0.077 0.692 0.070
F -0.961 -1.730 5.217 -0.385 -0.089 -0.522
F -2.858 -1.343 3.887 -0.225 -0.365 0.400
S -1.524 0.235 1.692 -0.336 -2.071 2.261
C -0.061 0.427 0.747 0.003 1.850 -1.869
C 1.041 0.005 1.609 1.006 -2.227 1.147
H 2.915 -2.898 3.625 0.464 0.440 -0.408
H 2.879 -2.082 1.984 0.085 -0.082 0.097
H 3.237 -1.109 3.461 0.209 -0.201 -0.047
H 0.042 1.405 0.274 0.167 0.901 1.559
H 2.098 0.305 1.528 -0.643 -0.277 -0.550
```
Forces are in eV/Å.

These are the Mulliken partial charges, in e, on atoms 1 to 5: F -0.3061; C 0.0519; C -0.6839; C 0.3119; F -0.3089


No. 3
Below is a 2-piece molecular cluster, C4H7N2O2 overall in a non-equilibrium geometry, with properties calculated with ωB97M-V/def2-TZVPD.

## Properties
LUMO energy (alpha / beta): 0.65 / -3.49 eV
net charge: 0
E_tot: -11333.418 eV
frontier orbital gap (alpha / beta): 9.63 / 5.48 eV
multiplicity: 2

Structure (XYZ):
```
15
Properties=species:S:1:pos:R:3:forces:R:3
C 1.531 -0.880 0.947 0.257 -0.847 0.079
C 0.668 -1.875 0.711 -0.036 0.779 0.177
C 0.547 1.188 1.343 1.229 0.162 -0.370
N 1.319 0.262 1.735 -0.680 0.196 -0.374
H 2.569 -1.017 0.658 0.116 0.019 0.319
H -0.388 -1.718 0.872 -0.052 -0.236 0.444
H 1.004 -2.859 0.420 0.061 0.152 -0.492
H 0.475 2.090 1.943 -0.353 -0.125 0.220
H 0.174 1.230 0.321 -0.296 -0.109 0.165
N -0.756 0.656 -1.968 -0.492 -0.160 0.166
C -1.721 0.578 -0.992 2.174 0.498 -1.926
O -2.223 1.590 -0.530 -1.003 -0.205 0.829
O -1.970 -0.578 -0.522 -0.971 -0.184 0.762
H -0.466 -0.185 -2.446 -0.033 0.072 0.084
H -0.767 1.516 -2.492 0.078 -0.011 -0.083
```
Forces are in eV/Å.

These are the Mulliken partial charges, in e, on atoms 1 to 5: C 0.0065; C -0.7176; C -0.0185; N -0.4233; H 0.3083